[1]
# C5H14NO

2 unconnected molecules or ions with the total composition C5H14NO (ωB97M-V with the def2-TZVPD basis set, the OMol25 dataset).

As for the relative energy (zero: lowest compared OMol25 entry of this formula, charge and spin): 3.423 eV. As for the expectation value of S²: 0.7532. The value obtained for the HOMO-LUMO gap (alpha / beta) is 0.3697 / 0.1774 Ha.

ORCA input file:
```
! wB97M-V def2-TZVPD RIJCOSX def2/J DEFGRID3
* xyz 2 2
C -0.29 -1.67 -1.38
C 0.74 -0.70 -1.95
C 0.29 0.84 -1.69
C -0.34 1.17 -0.29
C 1.51 0.90 1.24
N 0.35 0.50 0.84
H 0.27 -2.26 -0.53
H -0.79 -2.34 -2.10
H -0.96 -1.14 -0.71
H 0.76 -1.06 -3.02
H 1.70 -0.71 -1.44
H -0.36 1.23 -2.51
H 1.23 1.46 -1.83
H -1.32 0.73 -0.30
H -0.42 2.25 -0.23
H 1.76 0.45 2.19
H 2.20 1.66 0.82
H -0.23 0.05 1.57
H -2.38 -0.02 2.63
H -2.16 -1.40 3.03
O -1.65 -0.66 2.66
*
```

Atom charges from the Löwdin analysis, given in e for atoms 1 to 6: atom 1 (C): 0.044, atom 2 (C): -0.067, atom 3 (C): -0.041, atom 4 (C): -0.117, atom 5 (C): 0.235, atom 6 (N): 0.058

***

[2]
# C17H42AgAsO5Se2Si3

A molecular structure, C17H42AgAsO5Se2Si3 (ωB97M-V with the def2-TZVPD basis set, the OMol25 dataset).

The value obtained for the HOMO-LUMO gap is 0.2913 Ha.

ORCA input file:
```
! wB97M-V def2-TZVPD RIJCOSX def2/J DEFGRID3
* xyz 0 1
Ag 0.69 0.57 -0.86
O 2.37 4.07 2.49
C 1.90 3.34 1.45
O 2.35 2.27 1.15
C 0.78 4.07 0.76
O 0.27 3.29 -0.27
C -0.83 3.92 -0.94
C -1.42 3.01 -2.03
O -2.07 3.59 -2.90
O -1.17 1.77 -1.94
H 3.09 3.56 2.87
H 0.02 4.33 1.51
H 1.19 5.02 0.39
H -1.62 4.15 -0.21
H -0.50 4.86 -1.39
C 3.92 1.01 -3.19
Se 2.46 1.97 -2.35
C 1.32 2.08 -3.93
C 0.92 0.77 -4.58
Se 0.01 -0.54 -3.44
C 1.18 -2.04 -3.86
H 4.29 1.59 -4.03
H 3.61 0.02 -3.52
H 4.71 0.91 -2.45
H 1.87 2.68 -4.66
H 0.45 2.65 -3.62
H 1.78 0.26 -4.99
H 0.24 0.99 -5.41
H 1.16 -2.25 -4.93
H 0.79 -2.91 -3.33
H 2.19 -1.84 -3.52
C 1.48 -3.54 -0.05
Si -0.31 -3.16 0.34
C -1.37 -3.42 -1.17
C -0.92 -4.27 1.71
As -0.39 -0.87 0.86
Si 0.50 -0.62 3.02
C 0.06 1.09 3.62
C 2.35 -0.79 2.82
C -0.11 -1.88 4.26
Si -2.66 -0.23 0.92
C -2.65 1.58 1.36
C -3.60 -1.23 2.20
C -3.37 -0.47 -0.77
H 1.56 -4.50 -0.56
H 2.07 -3.60 0.87
H 1.92 -2.78 -0.68
H -1.07 -4.34 -1.67
H -1.30 -2.60 -1.89
H -2.42 -3.52 -0.89
H -1.06 -5.27 1.29
H -1.88 -3.94 2.12
H -0.21 -4.34 2.53
H 0.08 1.82 2.81
H 0.77 1.41 4.38
H -0.94 1.11 4.06
H 2.72 -0.10 2.07
H 2.61 -1.81 2.51
H 2.86 -0.59 3.76
H -1.19 -2.02 4.23
H 0.15 -1.53 5.26
H 0.36 -2.84 4.11
H -2.52 1.75 2.43
H -3.60 2.04 1.06
H -1.85 2.08 0.82
H -3.11 -1.21 3.17
H -3.71 -2.27 1.89
H -4.60 -0.81 2.32
H -2.74 0.01 -1.52
H -4.35 0.02 -0.81
H -3.50 -1.52 -1.02
*
```

Atom charges from the Löwdin analysis, given in e for atoms 1 to 6: atom 1 (Ag): 0.356, atom 2 (O): 0.110, atom 3 (C): -0.509, atom 4 (O): 0.063, atom 5 (C): -0.146, atom 6 (O): -0.219